## one
This record from the OMol25 dataset describes 5 unconnected molecules or ions with the total composition C2H16NO5. The level of theory is ωB97M-V with the def2-TZVPD basis set.

Calculated values
Highest occupied orbital energy (Ha): -0.4973

ORCA input file:
```
! RIJCOSX wB97M-V def2-TZVPD def2/J DEFGRID3
* xyz 1 1
C -0.636 1.785 1.307
O -1.701 0.917 1.134
C 0.320 1.582 0.089
N 0.787 0.095 0.015
H -0.189 1.453 2.267
H -0.974 2.829 1.407
H -2.049 0.685 0.260
H -0.246 1.692 -0.886
H 1.200 2.260 0.111
H -0.109 -0.605 -0.107
H 1.436 -0.117 0.909
H 1.358 -0.109 -0.932
H 3.901 -0.067 2.398
H 2.829 -0.129 3.533
O 2.941 -0.284 2.565
H 0.263 -3.987 0.053
H -0.579 -3.198 -0.950
O -0.021 -3.068 -0.168
H -3.702 1.104 -1.365
H -3.238 -0.318 -1.416
O -2.875 0.570 -1.243
H 1.219 -1.154 -3.131
H -0.375 -0.997 -3.196
O 0.439 -0.938 -2.655
*
```

=====

## two
This record from the OMol25 dataset describes 6 unconnected molecules or ions with the total composition C2H16NO5. The level of theory is ωB97M-V with the def2-TZVPD basis set.

Calculated values
Highest occupied orbital energy (Ha): -0.5467

ORCA input file:
```
! RIJCOSX wB97M-V def2-TZVPD def2/J DEFGRID3
* xyz 1 1
C 2.380 -1.460 -1.224
C 0.154 -2.235 -0.638
N 1.071 -1.363 -0.480
H 2.554 -0.397 -1.503
H 3.056 -1.628 -0.382
H 2.141 -1.997 -2.128
H 0.147 -2.904 -1.510
H -0.642 -2.254 0.089
H 0.852 -0.584 0.162
H -0.380 -0.079 2.221
H 0.984 -0.355 2.832
O 0.561 -0.242 1.956
H -0.724 2.415 -0.427
H -1.857 2.839 -1.399
O -1.654 2.238 -0.643
H -2.072 0.893 1.135
H -2.122 1.393 2.502
O -1.942 0.561 2.045
H 1.465 2.843 0.643
H 0.992 1.464 1.082
O 1.118 2.017 0.278
H -2.507 -1.038 -1.724
H -1.864 0.413 -1.364
O -1.711 -0.539 -1.522
*
```

=====

Stability summary - winner: two; margin: 0.0109 hartree.

=====

## one
This record from the OMol25 dataset describes a single H3N3O2 molecule. The level of theory is ωB97M-V with the def2-TZVPD basis set.

Calculated values
SMILES: N/N=[N+](\[O-])O
Highest occupied orbital energy (Ha): -0.3315

ORCA input file:
```
! RIJCOSX wB97M-V def2-TZVPD def2/J DEFGRID3
* xyz 0 1
N -1.356 0.489 -0.267
N -0.357 -0.422 -0.173
N 0.793 0.032 0.010
O 1.153 1.184 0.166
O 1.771 -0.955 0.052
H -2.232 0.095 0.044
H -1.122 1.408 0.107
H 1.349 -1.832 0.061
*
```

=====

## two
This record from the OMol25 dataset describes a molecular structure, H3N3O2. The level of theory is ωB97M-V with the def2-TZVPD basis set.

Calculated values
Highest occupied orbital energy (spin up / spin down) (Ha): -0.3618 / -0.3618

ORCA input file:
```
! RIJCOSX wB97M-V def2-TZVPD def2/J DEFGRID3
* xyz 0 1
N -1.452 0.966 0.257
N 0.879 -1.581 -0.611
N 0.684 -0.432 -0.234
O -1.041 -0.155 -0.370
O 1.282 0.509 0.287
H -1.326 0.878 1.341
H -0.815 1.821 -0.046
H 1.789 -2.005 -0.623
*
```

=====

## three
This record from the OMol25 dataset describes a single H3N3O2 molecule. The level of theory is ωB97M-V with the def2-TZVPD basis set.

Calculated values
SMILES: [H]/N=[N+](\[O-])ON
Highest occupied orbital energy (Ha): -0.3790

ORCA input file:
```
! RIJCOSX wB97M-V def2-TZVPD def2/J DEFGRID3
* xyz 0 1
H 3.001 -0.007 -0.337
N 2.268 -0.757 -0.066
N 1.146 -0.201 0.050
O 0.883 0.974 0.081
O -0.121 -0.982 -0.004
N -1.414 -0.405 -0.081
H -1.611 0.406 0.610
H -1.525 -0.248 -1.104
*
```

=====

## four
This record from the OMol25 dataset describes 2 unconnected molecules or ions with the total composition H3N3O2. The level of theory is ωB97M-V with the def2-TZVPD basis set.

Calculated values
Highest occupied orbital energy (spin up / spin down) (Ha): -0.3628 / -0.3619

ORCA input file:
```
! RIJCOSX wB97M-V def2-TZVPD def2/J DEFGRID3
* xyz 0 1
N -1.394 0.497 -0.006
N 0.808 1.122 0.050
N -0.199 0.198 -0.047
O 0.628 -1.478 0.106
O -2.271 -0.322 0.026
H 0.986 1.557 -0.907
H 1.547 0.432 0.288
H -0.105 -2.006 0.491
*
```

=====

Stability summary - winner: one; margin: 0.0633 hartree.